# 1
C20H36BeBr8F12N2O18S4 | wB97M-V/def2-TZVPD

Geometry as XYZ:
```
101
Properties=species:S:1:pos:R:3
Be 10.83640 -15.24768 27.79966
C 12.02617 -16.95402 31.11273
F 11.76938 -15.95414 31.94949
F 12.65904 -16.54971 30.02375
F 12.67469 -17.92244 31.74740
S 10.39789 -17.64325 30.46365
O 10.73352 -18.60615 29.42467
O 9.68381 -18.21117 31.57388
N 9.79483 -16.20234 29.70443
S 8.21549 -16.27324 29.98231
O 7.56785 -15.32994 29.08468
O 7.69651 -17.61514 29.93380
C 7.97349 -15.69910 31.75770
F 9.17204 -15.60336 32.31519
F 7.35107 -14.52552 31.72455
F 7.33963 -16.59443 32.51568
C 15.62994 -14.82245 27.88417
F 15.41005 -15.94491 28.58356
F 16.08784 -13.91499 28.73009
F 16.50893 -15.02040 26.93246
S 14.03596 -14.12392 27.07279
O 14.47471 -12.85685 26.50306
O 13.61102 -15.05520 26.05707
N 12.83088 -14.06603 28.32830
S 13.36286 -13.08342 29.49029
O 13.91557 -13.81045 30.61002
O 14.06109 -11.86845 29.15809
C 11.70795 -12.47996 30.19541
F 10.99220 -11.84658 29.28032
F 11.03797 -13.54806 30.64468
F 11.94348 -11.69267 31.24174
Br 18.42638 -11.26513 30.24753
C 16.90688 -10.36905 31.03911
C 17.29345 -8.89009 31.14125
Br 15.66012 -7.89531 31.80946
H 16.69952 -10.92149 31.95400
H 16.08798 -10.46852 30.32996
H 17.41956 -8.58272 30.10674
H 18.15459 -8.71087 31.77704
Br 12.64660 -8.99733 28.32393
C 13.53530 -8.59579 26.59939
C 14.35295 -9.77841 26.18361
Br 15.26437 -9.21884 24.57968
H 14.23841 -7.78434 26.79020
H 12.81161 -8.19486 25.89489
H 13.63799 -10.56889 25.96358
H 15.02892 -10.11381 26.96522
Br 14.69436 -12.18832 33.35034
C 13.08231 -12.39849 34.44282
C 12.69898 -13.83867 34.32254
Br 11.07636 -14.14420 35.42132
H 12.32759 -11.69428 34.09966
H 13.30033 -12.12588 35.47351
H 13.49657 -14.52402 34.60464
H 12.40692 -14.17343 33.32893
Br 17.81538 -17.13313 30.82450
C 16.97986 -15.66827 31.82157
C 15.58990 -16.06861 32.29761
Br 15.76673 -17.17869 33.95477
H 16.92253 -14.80725 31.15689
H 17.68106 -15.44941 32.62211
H 14.99138 -16.56223 31.53697
H 15.11180 -15.12328 32.55657
C 9.33434 -11.69682 33.47806
C 7.85158 -11.22397 33.46621
C 7.15062 -11.55790 32.13261
O 6.01686 -12.25826 32.59402
C 6.05895 -12.46675 33.90516
O 5.11887 -12.96319 34.48001
O 7.12883 -11.92787 34.45862
H 9.38892 -12.78765 33.44877
H 9.77813 -11.59955 34.47117
H 9.94497 -11.22212 32.71359
H 7.80424 -10.14059 33.57343
H 7.73314 -12.07968 31.37270
H 6.84899 -10.62096 31.66075
C 20.98965 -14.40448 25.59196
C 20.08092 -14.48962 26.81372
C 19.96879 -15.84837 27.52165
O 19.98458 -15.47923 28.85553
C 20.46893 -14.27619 29.05706
O 20.76732 -13.82390 30.12979
O 20.68792 -13.68006 27.84768
H 22.04212 -14.40470 25.88003
H 20.97922 -13.44196 25.07824
H 20.71101 -15.20023 24.90156
H 19.08688 -14.10232 26.58718
H 20.83832 -16.45263 27.24810
H 19.09856 -16.41521 27.19386
O 10.97823 -14.47780 25.49485
H 11.55261 -13.72429 25.27997
H 10.37562 -14.55086 24.74897
O 9.31532 -13.41812 27.51618
H 8.47831 -13.55379 27.05740
H 9.68126 -12.61352 27.13069
O 12.10750 -17.21562 27.01012
H 12.56156 -17.31873 26.16744
H 12.08152 -18.10211 27.39285
O 12.49772 -12.23067 24.45612
H 12.38097 -11.85490 23.57804
H 13.38498 -12.61143 24.44330
```

Computed properties:
net charge: 0
LUMO energy: -2.67 eV

# 2
C17H39OP3ReS | wB97M-V/def2-TZVPD

Geometry as XYZ:
```
62
Properties=species:S:1:pos:R:3
Re 0.17262 0.54267 -0.14740
P 0.54182 1.49011 2.05776
P 1.62030 1.76731 -1.29962
P 1.12625 -1.33688 0.43343
H -4.46790 0.97964 0.89147
C -3.80477 0.10933 1.05428
C -3.00691 -0.02873 2.11594
H -2.61188 0.81224 2.74108
C -0.53464 2.91305 2.61952
C 2.23853 2.20402 2.36500
C 0.18274 0.65541 3.69661
C 1.29390 1.70424 -3.09528
C 1.48943 3.54907 -0.85534
C 3.34277 1.29032 -0.93216
C 0.01255 -2.53100 1.28069
C 2.47253 -1.29207 1.67519
C 1.84592 -2.25085 -1.00303
H -3.41438 -0.30711 0.05262
H -2.30317 -0.88644 2.19631
H -1.59827 2.69979 2.43998
H -0.25838 3.86231 2.14345
H -0.44627 3.09627 3.70014
H 2.48002 2.96234 1.60689
H 2.99748 1.40928 2.36323
H 2.31413 2.68938 3.35239
H -0.88114 0.38778 3.74611
H 0.35840 1.34340 4.53666
H 0.78351 -0.23433 3.90772
H 2.23375 1.91259 -3.63483
H 0.49239 2.43096 -3.32488
H 0.91650 0.69565 -3.37147
H 2.48490 4.01436 -0.92469
H 1.10514 3.67934 0.17371
H 0.78737 4.02242 -1.56140
H 3.98175 1.91778 -1.57538
H 3.47757 0.20986 -1.13349
H 3.54621 1.48502 0.13757
H 0.10053 -3.52392 0.81675
H -1.03041 -2.20278 1.23632
H 0.28708 -2.61105 2.34094
H 2.94556 -2.28728 1.68401
H 2.06700 -1.06621 2.67037
H 3.22228 -0.52945 1.41875
H 1.13207 -3.01097 -1.36093
H 2.78706 -2.68954 -0.65327
H 2.10860 -1.55937 -1.82721
C -1.53385 -2.09999 -2.52707
C -1.36820 -2.85363 -3.72016
C -2.35152 -3.79292 -4.08346
C -3.44859 -4.00984 -3.24562
C -3.48298 -3.44788 -1.96924
C -2.49620 -2.51988 -1.58614
S -0.50745 -0.65310 -2.21772
H -1.00376 0.08515 1.04945
H -0.49207 -2.66722 -4.29806
H -2.33732 -4.32752 -5.02212
H -4.25420 -4.67436 -3.52695
H -4.27400 -3.64891 -1.24355
H -2.41711 -2.12698 -0.57566
O -1.24269 2.51450 -0.51727
H -1.70419 3.10769 0.10649
H -1.67642 2.62694 -1.37740
```

Computed properties:
energy above the lowest of the compared OMol25 structures with the same formula, charge and spin: 390.12 kJ/mol
net charge: +4
LUMO energy (alpha / beta): -15.98 / -16.44 eV
spin multiplicity: 4
expectation value of S²: 3.832

# 3
C5H8N2OS2 | wB97M-V/def2-TZVPD

Geometry as XYZ:
```
18
Properties=species:S:1:pos:R:3
C -2.36757 2.66722 1.17993
C 1.26716 1.81600 2.86320
C 1.25012 -0.76082 0.10401
C -0.44188 -0.35496 -1.81473
C 0.84843 0.01704 -1.18149
N -1.45863 2.01335 0.75685
N -0.36198 1.48935 0.61358
O 2.05849 1.10374 2.40617
S 0.18177 2.67228 3.59541
S 0.65940 1.79449 -0.66595
H -3.41814 2.88513 1.03926
H 0.69358 -0.50595 0.99293
H 1.03320 -1.84346 -0.02969
H 2.22913 -0.86916 0.39966
H -0.27305 -0.00231 -2.77262
H -1.30452 0.07873 -1.31008
H -0.51110 -1.43658 -1.90517
H 1.66698 -0.04465 -1.83680
```

Computed properties:
energy above the lowest of the compared OMol25 structures with the same formula, charge and spin: 186.45 kJ/mol
net charge: 0
LUMO energy: 0.55 eV